i) ORCA calculation (the ωB97M-V functional and the def2-TZVPD basis) on a single C7H13N3O2 molecule.

```
25
Properties=species:S:1:pos:R:3:mulliken_charge:R:1
O 0.16 3.80 2.25 -0.56
O 0.81 1.67 2.80 -0.29
N -0.74 0.52 1.61 0.04
N 0.21 0.33 2.62 -0.26
N -1.05 1.88 1.68 -0.36
C -0.08 0.04 0.35 0.39
C 0.09 -1.47 0.38 -0.85
C -0.86 0.48 -0.93 -0.79
C 0.01 2.61 2.22 0.63
C 0.30 -1.45 -2.16 -0.53
C 0.09 0.08 -2.12 -0.79
C 0.93 -1.90 -0.82 -0.63
H -0.13 0.45 -3.14 0.36
H 1.10 -1.86 -2.90 0.30
H 1.06 -3.08 -0.88 0.27
H 0.60 -1.60 1.33 0.42
H 1.04 0.61 -2.04 0.38
H -1.13 1.53 -0.92 0.46
H -0.31 0.09 3.46 0.26
H -1.04 -1.89 0.29 0.20
H -1.77 -0.05 -1.07 0.30
H -0.71 -1.89 -2.41 0.25
H -1.58 2.16 0.88 0.36
H 0.99 0.48 0.21 0.11
H 2.01 -1.54 -0.69 0.32
```

Orbital gap ... 10.172 eV
SMILES string ... O=C1NN(C2CCCCC2)NO1
E_HOMO ... -9.35 eV

***

ii) ORCA calculation (the ωB97M-V functional and the def2-TZVPD basis) on a 2-piece molecular cluster, C7H13N3O2 overall.

```
25
Properties=species:S:1:pos:R:3:mulliken_charge:R:1
O 1.59 3.00 0.00 -0.38
O 2.57 -2.20 -0.70 -0.49
N -2.32 -0.72 0.61 -0.19
N -4.63 1.82 -0.64 -0.44
N 2.59 2.06 0.35 -0.38
C -3.84 0.95 -0.55 0.10
C -1.29 0.24 0.98 -0.86
C 2.61 1.12 -0.51 -0.13
C -1.65 -1.98 0.34 -0.89
C 2.73 -1.21 0.00 0.08
C -2.95 -0.25 -0.63 -0.25
C 3.57 -0.01 -0.35 -0.44
H -1.78 1.16 1.33 0.30
H 1.72 3.69 0.66 0.38
H -0.62 -0.11 1.79 0.30
H -2.38 -2.75 0.04 0.31
H -3.55 -1.08 -1.07 0.39
H 2.16 -1.08 0.95 0.31
H 4.13 -0.24 -1.28 0.28
H 1.87 1.07 -1.32 0.46
H -0.89 -1.87 -0.46 0.35
H -0.64 0.48 0.12 0.25
H 4.29 0.26 0.44 0.30
H -1.12 -2.33 1.25 0.31
H -2.18 -0.01 -1.36 0.32
```

Orbital gap ... 9.914 eV
SMILES string ... O=CC/C=N/O.CN(C)CC#N
E_HOMO ... -9.60 eV

***

Least stable of them? ii).

***

i) ORCA calculation (the ωB97M-V functional and the def2-TZVPD basis) on a single C6H8O4 molecule.

```
18
Properties=species:S:1:pos:R:3:mulliken_charge:R:1
O 2.42 0.11 0.51 -0.50
O 1.67 -1.96 -1.23 -0.52
O -1.04 -2.25 -1.80 -0.51
O -0.79 1.11 -0.59 -0.49
C 1.33 0.10 0.11 0.38
C -1.49 -0.15 -0.56 -0.19
C -0.72 -1.26 -1.25 0.39
C 0.76 -0.88 -1.07 0.01
C -0.40 1.10 1.81 -1.26
C 0.24 1.15 0.46 0.38
H 0.66 2.18 0.30 0.31
H -1.58 -0.51 0.53 0.03
H 0.36 1.44 2.59 0.35
H -0.92 0.13 1.97 0.29
H -2.48 -0.06 -0.99 0.40
H 0.84 -0.25 -2.06 0.18
H 2.31 -1.81 -0.53 0.35
H -1.18 1.82 1.79 0.42
```

Orbital gap ... 9.961 eV
SMILES string ... C[C@@H]1OCC(=O)[C@H](O)C1=O
E_HOMO ... -9.59 eV

***

ii) ORCA calculation (the ωB97M-V functional and the def2-TZVPD basis) on a single C6H8O4 molecule.

```
18
Properties=species:S:1:pos:R:3:mulliken_charge:R:1
O -1.53 0.11 -0.40 -0.42
O -0.90 1.39 1.35 -0.66
O 1.63 1.34 2.22 -0.46
O -3.98 0.19 -2.51 -0.50
C -2.86 -0.54 -2.57 -0.10
C 0.79 -0.18 0.65 -0.83
C 3.27 -0.12 1.39 -1.13
C 1.83 0.41 1.38 0.64
C -0.47 0.42 0.71 0.92
C -1.78 -0.54 -1.68 -0.04
H 3.63 -0.16 0.36 0.32
H -2.75 -1.34 -3.32 0.27
H -4.14 0.34 -1.55 0.34
H 3.76 0.61 1.95 0.38
H 0.78 -1.05 0.19 0.45
H -1.15 -1.38 -1.96 0.18
H 0.73 1.69 2.10 0.36
H 3.15 -1.19 1.70 0.28
```

Orbital gap ... 8.416 eV
SMILES string ... C/C(O)=C/C(=O)O/C=C\O
E_HOMO ... -8.20 eV

***

Least stable of them? ii).

***

i) ORCA calculation (the ωB97M-V functional and the def2-TZVPD basis) on a single C3H4O4 molecule.

```
11
Properties=species:S:1:pos:R:3:mulliken_charge:R:1
O 0.73 -0.68 -0.78 -0.39
O -0.74 -1.15 0.90 -0.53
O 0.68 1.13 0.47 -0.33
O 2.59 0.10 0.10 -0.40
C 1.48 0.20 -0.03 0.63
C -0.60 -0.52 -0.36 0.19
C -0.63 0.97 -0.07 -0.42
H -1.34 -0.92 -1.02 0.37
H -1.32 1.12 0.74 0.30
H -0.75 1.62 -0.91 0.28
H -0.10 -1.87 0.96 0.31
```

Orbital gap ... 12.196 eV
SMILES string ... O=C1OC[C@H](O)O1
E_HOMO ... -11.48 eV

***

ii) ORCA calculation (the ωB97M-V functional and the def2-TZVPD basis) on C3H4O4 as an isolated structure.

```
11
Properties=species:S:1:pos:R:3:mulliken_charge:R:1
O 1.66 0.85 -0.01 -0.39
O 1.91 -1.35 0.59 -0.49
O -0.37 2.02 -0.87 -0.42
O -0.16 -0.23 0.58 -0.28
C 0.11 1.58 0.12 0.35
C -0.99 -0.98 -0.32 -0.60
C 1.35 -0.33 0.38 0.67
H 0.13 1.96 1.14 0.34
H -1.27 -0.39 -1.19 0.28
H -1.91 -1.25 0.21 0.22
H -0.46 -1.88 -0.63 0.31
```

Orbital gap ... 11.989 eV
E_HOMO ... -11.28 eV

***

Least stable of them? ii).